# 1
37
Properties=species:S:1:pos:R:3:nbo_charge:R:1 method="wB97M-V/def2-TZVPD" gap_ev="6.777 / 3.250" charge=+2 s_squared=15.7568 lumo_ev="-5.847 / -10.449" multiplicity=8
Ti 1.993 -4.270 0.331 0.881
Ti 3.206 -2.107 -3.047 0.932
Cl 1.624 -2.062 -0.791 -0.800
C -0.123 3.713 3.130 -0.622
C 0.328 2.334 3.729 -0.131
C 1.333 1.531 2.872 -0.084
O 1.316 0.170 3.278 -0.531
C 2.313 -0.653 2.603 -0.268
N 0.948 2.670 4.939 -0.241
H 0.617 4.429 2.774 0.260
H -0.800 4.201 3.832 0.241
H -0.655 3.482 2.207 0.254
H -0.512 1.668 3.927 0.313
H 2.325 1.973 2.780 0.202
H 0.886 1.564 1.879 0.197
H 3.356 -0.488 2.874 0.194
H 2.374 -0.552 1.519 0.188
H 1.939 -1.649 2.844 0.203
H 1.483 1.976 5.441 0.417
H 0.261 2.976 5.614 0.405
C -2.449 -1.092 -1.257 -0.598
C -1.937 -1.538 -2.659 -0.106
C -0.867 -0.585 -3.054 -0.083
O -0.163 -0.820 -4.294 -0.575
C -0.950 -1.040 -5.438 -0.265
N -1.299 -2.801 -2.303 -0.800
H -1.711 -1.298 -0.481 0.189
H -3.388 -1.586 -1.005 0.238
H -2.636 -0.022 -1.343 0.204
H -2.724 -1.503 -3.412 0.218
H -0.093 -0.399 -2.310 0.174
H -1.287 0.418 -3.137 0.174
H -1.711 -1.817 -5.373 0.177
H -0.309 -1.279 -6.287 0.200
H -1.466 -0.121 -5.718 0.178
H -0.613 -2.467 -1.641 0.334
H -0.611 -2.958 -3.025 0.330

# 2
95
Properties=species:S:1:pos:R:3:lowdin_spin:R:1 method="wB97M-V/def2-TZVPD" gap_ev="6.526 / 1.856" charge=-1 s_squared=0.7653 lumo_ev="0.475 / -4.196" multiplicity=2
Li -3.070 -0.892 1.920 0.000
Li 2.379 2.530 3.106 0.000
C 3.105 7.259 -5.974 0.008
F 3.346 7.863 -7.180 0.004
F 4.164 6.628 -5.497 0.000
F 2.768 8.181 -5.126 0.001
S 1.669 5.977 -6.233 0.010
O 0.687 6.694 -6.975 0.010
O 2.239 4.875 -7.087 -0.002
N 1.126 5.572 -4.622 0.359
S 1.639 4.142 -4.506 -0.048
O 1.091 3.122 -5.404 0.336
O 3.057 3.995 -4.180 0.334
C 0.730 3.692 -2.846 -0.008
F -0.167 2.711 -2.956 -0.001
F 1.720 3.341 -1.950 -0.001
F 0.107 4.727 -2.289 -0.001
C -0.826 2.128 0.510 0.000
F 0.026 3.145 0.467 0.000
F -2.089 2.542 0.582 0.000
F -0.821 1.362 -0.658 0.000
S -0.531 1.030 2.030 0.000
O 0.886 1.053 2.481 0.000
O -1.478 1.644 3.064 0.000
N -1.159 -0.568 1.676 0.000
S 0.081 -1.359 1.383 0.000
O 0.853 -0.910 0.240 0.000
O 0.806 -1.715 2.583 0.000
C -0.699 -3.130 0.878 0.000
F 0.320 -3.899 0.413 0.000
F -1.280 -3.748 1.925 0.000
F -1.649 -2.905 0.037 0.000
C 5.204 2.745 0.290 0.000
F 5.041 3.951 0.875 0.000
F 5.057 3.012 -1.033 0.000
F 6.416 2.266 0.612 0.000
S 3.850 1.519 0.889 0.000
O 2.565 2.081 0.477 0.000
O 4.212 0.238 0.277 0.000
N 3.959 1.650 2.631 0.000
S 4.500 0.166 3.077 0.000
O 3.513 -0.928 2.858 0.000
O 5.863 -0.143 2.679 0.000
C 4.573 0.418 4.956 0.000
F 4.801 1.719 5.462 0.000
F 3.421 -0.078 5.409 0.000
F 5.581 -0.376 5.353 0.000
C -3.536 -5.451 -2.685 0.000
F -2.936 -4.457 -2.042 0.000
F -4.170 -6.046 -1.729 0.000
F -4.398 -4.975 -3.619 0.000
S -2.171 -6.548 -3.465 0.000
O -2.908 -7.697 -3.960 0.000
O -1.552 -5.748 -4.492 0.000
N -1.177 -7.041 -2.090 0.000
S 0.104 -6.154 -2.383 0.000
O 0.850 -6.569 -3.548 0.000
O -0.134 -4.704 -2.253 0.000
C 1.153 -6.708 -0.805 0.000
F 2.236 -5.920 -0.621 0.000
F 0.415 -6.642 0.336 0.000
F 1.573 -7.961 -0.921 0.000
O -4.402 -0.015 3.347 0.000
H -4.045 0.658 3.926 0.000
H -4.955 -0.551 3.915 0.000
O -3.917 2.637 4.307 0.000
H -3.978 2.688 5.261 0.000
H -3.024 2.917 4.108 0.000
O -3.771 -2.788 2.108 0.000
H -4.619 -2.883 1.675 0.000
H -3.613 -3.639 2.517 0.000
O -2.620 -6.387 0.765 0.000
H -2.663 -6.167 1.695 0.000
H -2.656 -5.542 0.317 0.000
O -4.069 -0.088 0.215 0.000
H -4.692 -0.082 -0.512 0.000
H -3.975 0.834 0.457 0.000
O 1.211 -0.506 -2.469 0.000
H 0.441 -0.836 -2.933 0.000
H 0.982 -0.576 -1.543 0.000
O 1.662 2.094 4.942 0.000
H 1.241 1.262 4.725 0.000
H 1.775 2.066 5.892 0.000
O 3.146 -2.951 0.840 0.000
H 3.230 -3.734 1.384 0.000
H 2.940 -2.250 1.458 0.000
O -4.664 2.555 1.500 0.000
H -4.484 3.495 1.528 0.000
H -4.283 2.214 2.309 0.000
O -3.069 4.957 1.697 0.000
H -2.893 5.609 1.019 0.000
H -2.321 4.361 1.656 0.000
O -2.683 -0.196 -2.376 0.000
H -2.757 -0.224 -1.422 0.000
H -3.410 0.361 -2.656 0.000